1.
DFT (wB97M-V/def2-TZVPD) results for the molecule C6H9N.

For the calculated total energy, the calculation gives -288.62306 a.u. As for the HOMO-LUMO gap: 7.47 eV. The spin multiplicity is 1. The LUMO energy comes out at 0.0331 hartree. For the largest force on an atom, the calculation gives 0.51 eV/Å. The calculation puts the HOMO energy at -6.57 eV. For the energy above the lowest of the compared OMol25 structures with the same formula, charge and spin, the calculation gives 4.326 eV.

Structure (XYZ):
```
16
Properties=species:S:1:pos:R:3:forces:R:3
C 3.317379 0.447784 0.170392 0.0520 0.0121 0.0062
C 1.941180 0.003919 -0.056534 -0.4858 -0.1156 -0.0857
C 0.802395 -0.342053 -0.243895 0.4736 0.1109 0.1112
C -0.535449 -0.862425 -0.519516 0.0894 -0.0775 -0.1066
N -1.665651 -0.051604 0.010547 -0.0503 0.0880 0.0948
C -2.834876 -0.301552 -0.582727 -0.0361 0.0603 -0.0235
C -1.437886 0.764640 1.030564 -0.0435 -0.0477 -0.0349
H 3.723647 0.937882 -0.720024 -0.0829 -0.0740 0.1241
H 3.965687 -0.398370 0.419849 -0.1238 0.1112 -0.0370
H 3.359426 1.160791 0.999624 -0.0267 -0.0979 -0.1135
H -0.685981 -0.919635 -1.601010 0.0164 -0.0063 0.1497
H -0.643335 -1.872682 -0.114330 0.0155 0.1606 -0.0103
H -3.724140 0.149586 -0.166127 0.1148 -0.0457 -0.0892
H -2.849879 -0.868636 -1.500371 0.0509 0.0512 0.1447
H -2.263015 1.374909 1.371466 0.1170 -0.1174 0.0176
H -0.469507 0.777447 1.502094 -0.0807 -0.0122 -0.1477
```
Forces are in eV/Å.

natural (NBO) population analysis, charges in e, atoms 1 to 4: number 1, C, carries -0.685; number 2, C, carries 0.049; number 3, C, carries -0.068; number 4, C, carries -0.277

2.
DFT (wB97M-V/def2-TZVPD) results for the molecule C6H9N in a non-equilibrium geometry.

For the calculated total energy, the calculation gives -288.56403 a.u. As for the HOMO-LUMO gap (alpha / beta): 8.27 / 8.27 eV. The spin multiplicity is 1. The LUMO energy (alpha / beta) comes out at 0.0240 / 0.0240 hartree. For the largest force on an atom, the calculation gives 1.14 eV/Å. The calculation puts the HOMO energy (alpha / beta) at -7.61 / -7.61 eV. For the energy above the lowest of the compared OMol25 structures with the same formula, charge and spin, the calculation gives 5.932 eV.

Structure (XYZ):
```
16
Properties=species:S:1:pos:R:3:forces:R:3
C -1.147342 1.376961 -0.241990 -0.0161 0.0314 -0.1947
C 0.190675 0.708172 -0.094538 0.2321 0.1151 -0.1584
C 0.525447 -0.563700 -0.153072 0.4966 0.3180 -0.2927
C -0.988309 -2.068818 0.426870 -0.3060 -0.6245 0.2986
C 0.468702 -1.850010 0.001816 -0.7486 0.4965 -0.7077
C 2.496975 1.083158 -0.441925 -0.1800 0.6442 0.2339
N 1.342545 1.520016 0.033487 0.2225 0.0948 0.0907
H -1.981308 0.698625 -0.035046 0.2797 0.0346 -0.1405
H -1.304299 1.844999 -1.216067 -0.0102 0.0145 -0.0175
H -1.211390 2.166035 0.522653 0.0593 -0.1202 -0.1908
H -1.195322 -3.103406 0.199954 -0.4322 -0.4341 0.3482
H -1.650211 -1.468996 -0.224207 0.1760 -0.4312 0.3238
H -1.231863 -1.807871 1.456607 0.1679 -0.2716 0.0659
H 0.979187 -2.538586 -0.668091 -0.2204 0.0622 0.0896
H 3.230499 1.874213 -0.193046 0.0732 -0.0971 0.1133
H 1.186427 2.435601 0.441093 0.2063 0.1673 0.1383
```
Forces are in eV/Å.

natural (NBO) population analysis, charges in e, atoms 1 to 4: number 1, C, carries -0.639; number 2, C, carries -0.019; number 3, C, carries 0.224; number 4, C, carries -0.599

3.
DFT (wB97M-V/def2-TZVPD) results for a cluster of 2 separate species, C6H9N in total.

For the calculated total energy, the calculation gives -288.56338 a.u. As for the HOMO-LUMO gap: 8.37 eV. The spin multiplicity is 1. The LUMO energy comes out at -0.0085 hartree. For the largest force on an atom, the calculation gives 0.49 eV/Å. The calculation puts the HOMO energy at -8.60 eV. For the energy above the lowest of the compared OMol25 structures with the same formula, charge and spin, the calculation gives 5.950 eV.

Structure (XYZ):
```
16
Properties=species:S:1:pos:R:3:forces:R:3
C -1.164956 1.954694 0.041133 0.0850 -0.0738 -0.0050
C -0.315090 0.935520 -0.020004 -0.0218 0.0712 0.0336
C -0.173187 -0.097390 -1.131746 0.0572 -0.0481 -0.0096
C 0.616791 -1.280971 -0.646869 0.0562 0.4505 0.1341
C 1.119807 -0.880066 0.671930 -0.0650 -0.4807 -0.0277
N 1.997202 0.310920 0.592871 0.0614 0.1718 -0.1717
C 0.642756 0.517259 1.036883 -0.2051 0.1677 0.0919
H -1.208177 2.609985 0.907644 0.0369 -0.1083 -0.1160
H -1.759630 -2.986084 0.014037 0.0167 0.0044 -0.0003
H -1.854048 2.169596 -0.772168 0.1161 -0.0589 0.0998
H -1.156221 -0.494111 -1.422997 0.0998 0.0208 0.0165
H 0.245145 0.278352 -2.077418 -0.0579 -0.0522 0.1186
H -1.096907 -2.868786 -0.311645 -0.0778 -0.0651 0.0305
H 1.438580 -1.607928 1.411816 -0.0527 0.1264 -0.1100
H 2.143632 0.618876 -0.367406 -0.0649 -0.0570 0.0723
H 0.524305 0.820136 2.073937 0.0158 -0.0689 -0.1570
```
Forces are in eV/Å.

natural (NBO) population analysis, charges in e, atoms 1 to 4: number 1, C, carries -0.382; number 2, C, carries -0.021; number 3, C, carries -0.645; number 4, C, carries 0.166

4.
DFT (wB97M-V/def2-TZVPD) results for the molecule C6H9N.

For the calculated total energy, the calculation gives -288.63364 a.u. As for the HOMO-LUMO gap: 7.44 eV. The spin multiplicity is 1. The LUMO energy comes out at 0.0347 hartree. For the largest force on an atom, the calculation gives 0.55 eV/Å. The calculation puts the HOMO energy at -6.49 eV. For the energy above the lowest of the compared OMol25 structures with the same formula, charge and spin, the calculation gives 4.038 eV.

Structure (XYZ):
```
16
Properties=species:S:1:pos:R:3:forces:R:3
C -0.822179 1.842352 -0.269015 -0.0469 0.0803 -0.0155
C -0.560377 0.370703 -0.269474 -0.0473 -0.1479 0.1999
C 0.528194 -0.236671 -1.094063 -0.0206 0.0166 -0.0755
C 1.796729 -0.399799 -0.360274 0.4574 -0.0695 0.2954
C 2.811306 -0.517803 0.278650 -0.4165 0.0624 -0.2335
C -0.935499 -1.672036 1.004841 0.0905 -0.1387 -0.0104
N -1.142671 -0.403698 0.643572 -0.0468 0.2454 -0.1459
H -0.025279 2.414441 0.230371 -0.0819 -0.0695 -0.0570
H -1.762220 2.086889 0.243691 0.1385 -0.0824 -0.0642
H -0.901673 2.233370 -1.290843 0.0082 -0.0701 0.1245
H 0.704295 0.390973 -1.975399 0.0005 -0.0785 0.1278
H 0.207587 -1.225400 -1.462784 0.0217 0.1034 0.0798
H 3.707987 -0.618730 0.848043 -0.1319 0.0055 -0.1012
H -1.638247 -2.118488 1.692044 0.1198 0.0930 -0.0940
H -0.068917 -2.201161 0.636361 -0.1513 0.0961 0.0318
H -1.899043 0.055056 1.144275 0.1064 -0.0462 -0.0621
```
Forces are in eV/Å.

natural (NBO) population analysis, charges in e, atoms 1 to 4: number 1, C, carries -0.631; number 2, C, carries 0.065; number 3, C, carries -0.524; number 4, C, carries 0.012

5.
DFT (wB97M-V/def2-TZVPD) results for the molecule C6H9N in a non-equilibrium geometry.

For the calculated total energy, the calculation gives -288.64428 a.u. As for the HOMO-LUMO gap: 9.81 eV. The spin multiplicity is 1. The LUMO energy comes out at 0.0401 hartree. For the largest force on an atom, the calculation gives 6.11 eV/Å. The calculation puts the HOMO energy at -8.72 eV. For the energy above the lowest of the compared OMol25 structures with the same formula, charge and spin, the calculation gives 3.749 eV.

Structure (XYZ):
```
16
Properties=species:S:1:pos:R:3:forces:R:3
C -0.751961 -0.423101 1.040605 -1.1955 -2.6716 0.0312
C 0.435339 -1.335490 0.349776 -0.0773 1.8009 2.5411
C 1.099138 -0.201618 -0.427354 -1.9874 -0.9705 -2.4936
C -0.574503 0.976030 0.391306 -0.5114 0.9649 4.4353
C -0.919734 1.081826 -1.045955 0.7785 -1.4308 -0.1217
C 0.044397 0.283342 -1.517373 0.1379 -3.7080 -4.2005
H -1.807398 -0.811262 1.070476 0.8353 0.1149 -1.0265
H -0.634039 -0.323063 2.147045 0.7401 0.0104 -0.9123
H 1.170777 -1.426195 1.185053 -0.5971 -0.6157 -0.4620
H 0.318764 -2.294057 -0.128429 -0.6760 -0.0576 -0.2494
H 2.148693 -0.482434 -0.726345 -1.1079 0.9274 0.1351
H 1.544377 1.619141 -0.011412 -2.6806 -0.5818 1.3740
H -0.980552 1.491073 1.340431 0.4273 0.9488 -2.3202
H -1.803693 1.361647 -1.607231 0.0129 -0.0296 0.4581
H -0.146874 -0.403771 -2.495205 0.7621 2.1385 1.8605
N 0.857270 0.887933 0.434613 5.1388 3.1598 0.9510
```
Forces are in eV/Å.

natural (NBO) population analysis, charges in e, atoms 1 to 4: number 1, C, carries -0.390; number 2, C, carries -0.425; number 3, C, carries -0.104; number 4, C, carries -0.123

6.
DFT (wB97M-V/def2-TZVPD) results for a cluster of 2 separate species, C6H9N in total.

For the calculated total energy, the calculation gives -288.60259 a.u. As for the HOMO-LUMO gap: 10.11 eV. The spin multiplicity is 1. The LUMO energy comes out at 0.0401 hartree. For the largest force on an atom, the calculation gives 0.39 eV/Å. The calculation puts the HOMO energy at -9.02 eV. For the energy above the lowest of the compared OMol25 structures with the same formula, charge and spin, the calculation gives 4.883 eV.

Structure (XYZ):
```
16
Properties=species:S:1:pos:R:3:forces:R:3
C -2.482453 0.819896 -1.055049 0.1347 0.0335 0.0678
C -1.308501 0.725318 -0.487484 0.0400 -0.0053 0.0215
C -0.155579 0.526366 0.083003 -0.2980 -0.0039 -0.1381
C 1.179507 1.270673 0.222718 0.0517 0.1017 -0.0841
C 1.708286 0.036981 0.967196 0.2370 0.1585 0.2114
C 0.394770 -0.638832 0.866145 -0.3035 -0.1361 0.2118
N 1.546907 -1.116261 0.072172 0.1095 -0.1340 -0.0273
H -2.647888 0.422649 -2.054588 0.0623 0.0841 0.1259
H -3.336372 1.264377 -0.550590 0.1532 0.0126 -0.0278
H -2.171364 -2.353095 0.009599 -0.0109 -0.1028 0.0204
H 1.091907 2.141003 0.881294 -0.0121 -0.1215 -0.1251
H 1.697823 1.538584 -0.701705 -0.0665 -0.0329 0.1145
H 2.426303 0.015041 1.778956 -0.1083 0.0349 -0.1257
H -1.729714 -1.768218 -0.099043 -0.0785 -0.1005 -0.0475
H -0.121034 -1.282518 1.570205 0.1164 0.0993 -0.1509
H 1.922299 -1.937021 0.547941 -0.0269 0.1123 -0.0469
```
Forces are in eV/Å.

natural (NBO) population analysis, charges in e, atoms 1 to 4: number 1, C, carries -0.467; number 2, C, carries 0.083; number 3, C, carries -0.087; number 4, C, carries -0.409

7.
DFT (wB97M-V/def2-TZVPD) results for a structure of composition C6H9N.

For the calculated total energy, the calculation gives -288.66290 a.u. As for the HOMO-LUMO gap: 9.63 eV. The spin multiplicity is 1. The LUMO energy comes out at 0.0432 hartree. For the largest force on an atom, the calculation gives 0.45 eV/Å. The calculation puts the HOMO energy at -8.46 eV. For the energy above the lowest of the compared OMol25 structures with the same formula, charge and spin, the calculation gives 3.242 eV.

Structure (XYZ):
```
16
Properties=species:S:1:pos:R:3:forces:R:3
C -0.622081 -0.165795 1.837499 0.0472 -0.0295 0.1662
N -0.990685 -0.301374 0.437544 0.0325 0.0486 0.0776
C -0.817358 0.859331 -0.417082 -0.2444 0.3060 0.0099
C 0.642243 0.906154 -0.912552 0.2235 0.2302 -0.0565
C 1.328726 -0.323854 -0.336159 0.1087 -0.0113 0.1157
C -0.056087 -1.004227 -0.476712 0.0597 -0.4470 -0.0426
C -0.402870 0.044954 -1.584383 -0.1304 -0.0434 -0.2880
H -0.378559 -1.155897 2.240802 -0.0468 0.1551 -0.0366
H -1.478564 0.223392 2.399405 0.1408 -0.0401 -0.0892
H 0.235701 0.505802 2.010874 -0.1439 -0.1505 -0.0444
H -1.453395 1.738333 -0.370086 0.1243 -0.1395 -0.0279
H 1.094076 1.817754 -1.290229 -0.0959 -0.1448 0.0659
H 1.791970 -0.283260 0.656653 -0.0607 -0.0030 -0.1440
H 2.033806 -0.746486 -1.057369 -0.1079 0.0473 0.0859
H -0.159086 -2.089871 -0.537102 0.0371 0.2000 0.0270
H -0.767836 -0.024956 -2.601103 0.0563 0.0219 0.1811
```
Forces are in eV/Å.

natural (NBO) population analysis, charges in e, atoms 1 to 4: number 1, C, carries -0.428; number 2, N, carries -0.408; number 3, C, carries -0.065; number 4, C, carries -0.260

The calculation returns the following M values, one per record and in order: 95.1; 95.1; 95.1; 95.1; 95.1; 95.1; 95.1 u.